{"formula": "C82H192N12O19", "method": "ωB97M-V/def2-TZVPD", "species": ["C", "C", "C", "C", "C", "C", "C", "C", "C", "N", "O", "H", "H", "H", "H", "H", "H", "H", "H", "H", "H", "H", "H", "H", "H", "H", "H", "H", "H", "H", "C", "C", "C", "C", "C", "C", "C", "C", "C", "N", "O", "H", "H", "H", "H", "H", "H", "H", "H", "H", "H", "H", "H", "H", "H", "H", "H", "H", "H", "H", "C", "C", "C", "C", "C", "C", "C", "C", "C", "N", "O", "H", "H", "H", "H", "H", "H", "H", "H", "H", "H", "H", "H", "H", "H", "H", "H", "H", "H", "H", "C", "C", "C", "C", "C", "C", "C", "C", "C", "N", "O", "H", "H", "H", "H", "H", "H", "H", "H", "H", "H", "H", "H", "H", "H", "H", "H", "H", "H", "H", "C", "O", "C", "C", "C", "N", "H", "H", "H", "H", "H", "H", "H", "H", "H", "H", "H", "C", "O", "C", "C", "N", "C", "C", "O", "C", "H", "H", "H", "H", "H", "H", "H", "H", "H", "H", "H", "H", "H", "H", "H", "C", "O", "C", "C", "N", "C", "C", "O", "C", "H", "H", "H", "H", "H", "H", "H", "H", "H", "H", "H", "H", "H", "H", "H", "C", "O", "C", "C", "N", "C", "C", "O", "C", "H", "H", "H", "H", "H", "H", "H", "H", "H", "H", "H", "H", "H", "H", "H", "C", "O", "C", "C", "N", "C", "C", "O", "C", "H", "H", "H", "H", "H", "H", "H", "H", "H", "H", "H", "H", "H", "H", "H", "C", "O", "C", "C", "N", "C", "C", "O", "C", "H", "H", "H", "H", "H", "H", "H", "H", "H", "H", "H", "H", "H", "H", "H", "C", "O", "C", "C", "N", "C", "C", "O", "C", "H", "H", "H", "H", "H", "H", "H", "H", "H", "H", "H", "H", "H", "H", "H", "C", "O", "C", "C", "N", "C", "C", "O", "C", "H", "H", "H", "H", "H", "H", "H", "H", "H", "H", "H", "H", "H", "H", "H"], "positions_angstrom": [[-2.972, -0.350, 8.482], [-2.362, -0.318, 7.062], [-2.812, 1.051, 6.441], [-0.841, -0.347, 7.135], [-0.367, -1.740, 7.471], [-0.768, -2.742, 6.346], [-2.280, -2.744, 6.285], [-2.831, -3.507, 5.064], [-2.817, -3.530, 7.621], [-2.834, -1.377, 6.102], [-4.293, -1.548, 6.138], [-2.416, -1.117, 9.041], [-2.923, 0.550, 9.070], [-4.005, -0.657, 8.386], [-3.869, 1.240, 6.533], [-2.371, 1.839, 7.088], [-2.623, 1.239, 5.383], [-0.358, 0.038, 6.226], [-0.560, 0.337, 7.950], [0.756, -1.847, 7.610], [-0.671, -2.147, 8.443], [-0.354, -3.761, 6.519], [-0.394, -2.398, 5.436], [-2.397, -4.517, 5.075], [-2.452, -3.075, 4.113], [-3.873, -3.556, 4.920], [-2.333, -4.508, 7.787], [-3.906, -3.651, 7.542], [-2.557, -2.877, 8.453], [-4.562, -1.178, 5.343], [5.240, -0.191, -4.373], [5.489, -1.671, -4.647], [6.962, -2.141, -4.237], [4.502, -2.479, -3.794], [3.108, -2.366, -4.349], [3.132, -2.973, -5.743], [3.963, -2.171, -6.744], [4.264, -2.927, -8.046], [3.414, -0.800, -7.111], [5.270, -2.172, -6.104], [6.121, -1.324, -6.850], [5.703, 0.364, -5.173], [4.170, 0.008, -4.469], [5.516, 0.172, -3.409], [7.123, -2.076, -3.151], [7.125, -3.237, -4.442], [7.756, -1.514, -4.737], [4.771, -3.553, -3.884], [4.653, -2.248, -2.742], [2.389, -2.825, -3.673], [2.724, -1.313, -4.365], [2.074, -3.006, -6.069], [3.435, -4.032, -5.634], [4.892, -2.327, -8.806], [3.282, -3.139, -8.497], [4.754, -3.854, -7.781], [2.701, -0.917, -7.918], [4.306, -0.205, -7.241], [2.806, -0.315, -6.355], [6.947, -1.840, -7.078], [4.116, 3.110, 3.383], [3.071, 1.902, 3.375], [3.867, 0.774, 2.766], [2.552, 1.517, 4.744], [1.543, 2.437, 5.354], [0.357, 2.548, 4.471], [0.807, 2.970, 3.015], [-0.346, 2.737, 2.070], [1.220, 4.420, 2.872], [1.853, 2.063, 2.592], [2.328, 2.485, 1.316], [5.073, 2.685, 3.679], [3.852, 3.953, 4.012], [4.314, 3.469, 2.391], [3.150, 0.068, 2.408], [4.527, 0.274, 3.483], [4.354, 1.084, 1.852], [2.150, 0.466, 4.638], [3.403, 1.240, 5.385], [2.019, 3.422, 5.480], [1.366, 2.096, 6.345], [-0.369, 3.325, 4.818], [-0.013, 1.554, 4.428], [-0.032, 3.071, 1.075], [-0.663, 1.718, 2.128], [-1.251, 3.373, 2.336], [1.321, 4.651, 1.820], [0.480, 5.033, 3.375], [2.221, 4.677, 3.311], [2.123, 1.694, 0.780], [1.769, -7.794, 7.327], [1.651, -6.266, 7.173], [0.983, -5.816, 8.436], [2.950, -5.545, 6.912], [3.490, -5.843, 5.508], [2.480, -5.430, 4.488], [1.167, -6.135, 4.639], [0.117, -5.440, 3.721], [1.189, -7.633, 4.187], [0.761, -5.867, 6.057], [-0.555, -6.383, 6.261], [0.759, -8.186, 7.508], [2.334, -8.319, 6.521], [2.376, -7.898, 8.259], [1.653, -5.964, 9.257], [0.635, -4.768, 8.279], [0.126, -6.422, 8.622], [2.745, -4.450, 6.936], [3.589, -5.876, 7.724], [4.462, -5.340, 5.320], [3.610, -6.933, 5.374], [2.874, -5.754, 3.528], [2.450, -4.393, 4.466], [-0.879, -5.980, 3.736], [0.456, -5.383, 2.686], [0.014, -4.373, 4.043], [2.200, -8.045, 4.087], [0.605, -7.719, 3.245], [0.691, -8.306, 4.855], [-0.504, -7.344, 6.253], [6.810, 2.209, -0.018], [6.073, 2.464, -1.243], [4.738, 2.805, -0.983], [4.244, 3.774, -2.076], [4.631, 3.225, -3.492], [4.642, 5.185, -1.938], [6.306, 1.443, 0.589], [6.835, 3.212, 0.344], [7.821, 1.959, -0.270], [4.117, 1.924, -0.997], [4.692, 3.354, -0.051], [3.172, 3.739, -1.931], [5.688, 2.956, -3.643], [4.185, 3.834, -4.256], [4.209, 2.231, -3.507], [5.609, 5.408, -2.330], [4.773, 5.450, -0.925], [-0.602, 3.421, -5.958], [-2.062, 3.651, -6.052], [-2.324, 4.831, -5.435], [-3.842, 5.018, -5.421], [-4.395, 3.987, -4.553], [-5.856, 3.915, -4.601], [-6.467, 5.178, -4.020], [-6.653, 6.229, -5.026], [-6.413, 7.521, -4.555], [-0.364, 3.073, -4.880], [-0.050, 4.368, -6.134], [-0.371, 2.555, -6.606], [-1.793, 5.605, -6.015], [-1.984, 4.838, -4.386], [-4.267, 5.094, -6.403], [-3.912, 6.007, -5.008], [-4.013, 3.088, -4.822], [-6.215, 3.053, -3.982], [-6.158, 3.745, -5.651], [-5.703, 5.552, -3.267], [-7.423, 4.919, -3.443], [-5.321, 7.667, -4.422], [-6.856, 7.641, -3.548], [-6.862, 8.285, -5.166], [-0.944, 11.255, 0.567], [-0.934, 9.945, 1.327], [-1.739, 9.870, 2.443], [-1.586, 8.384, 2.830], [-2.320, 7.669, 1.826], [-2.208, 6.237, 1.954], [-3.147, 5.579, 0.961], [-2.718, 5.953, -0.362], [-3.745, 5.828, -1.285], [-1.955, 11.659, 0.657], [-0.585, 11.054, -0.459], [-0.334, 11.989, 1.019], [-2.771, 10.048, 2.210], [-1.526, 10.665, 3.169], [-1.950, 8.255, 3.925], [-0.482, 8.255, 2.828], [-1.978, 8.021, 0.950], [-2.605, 6.006, 2.957], [-1.176, 5.821, 1.955], [-4.167, 5.915, 1.076], [-3.163, 4.496, 0.974], [-4.388, 6.742, -1.389], [-4.535, 5.139, -0.976], [-3.395, 5.510, -2.266], [-6.911, -3.842, 0.055], [-5.950, -3.393, -0.835], [-6.039, -4.056, -2.141], [-5.048, -3.455, -3.097], [-3.685, -4.029, -2.804], [-2.709, -4.105, -3.905], [-2.347, -2.702, -4.494], [-1.588, -2.868, -5.695], [-1.317, -1.553, -6.267], [-7.107, -3.022, 0.712], [-6.551, -4.753, 0.570], [-7.909, -3.981, -0.409], [-7.039, -3.849, -2.554], [-6.027, -5.188, -1.997], [-5.007, -2.379, -3.058], [-5.291, -3.747, -4.121], [-3.304, -3.538, -2.003], [-3.156, -4.828, -4.672], [-1.813, -4.583, -3.526], [-1.855, -2.013, -3.781], [-3.333, -2.228, -4.764], [-0.833, -1.737, -7.215], [-0.718, -0.949, -5.522], [-2.260, -0.974, -6.452], [-4.668, 2.438, -1.434], [-3.812, 1.573, -0.618], [-3.772, 0.220, -1.029], [-3.037, -0.518, 0.061], [-3.125, -1.965, -0.200], [-2.478, -2.774, 0.873], [-0.993, -2.780, 0.868], [-0.390, -1.567, 1.340], [-0.126, -1.360, 2.744], [-5.508, 1.874, -1.927], [-4.196, 2.885, -2.315], [-5.027, 3.155, -0.692], [-3.305, 0.142, -2.026], [-4.725, -0.215, -1.242], [-3.474, -0.278, 1.037], [-2.007, -0.213, 0.214], [-4.167, -2.208, -0.170], [-2.793, -3.776, 0.791], [-2.846, -2.441, 1.922], [-0.621, -2.847, -0.146], [-0.700, -3.637, 1.535], [0.619, -2.127, 3.032], [-0.989, -1.544, 3.439], [0.280, -0.379, 2.866], [1.012, -6.563, -3.219], [-0.215, -6.956, -2.665], [-0.572, -6.284, -1.400], [-1.779, -7.064, -0.803], [-1.504, -8.471, -0.706], [-2.742, -9.208, -0.515], [-2.568, -10.691, -0.722], [-2.167, -10.852, -2.108], [-3.156, -10.448, -3.038], [0.904, -5.529, -3.626], [1.352, -7.286, -4.036], [1.830, -6.488, -2.469], [-0.844, -5.254, -1.523], [0.289, -6.336, -0.684], [-2.657, -6.805, -1.445], [-1.872, -6.610, 0.240], [-1.111, -8.839, -1.545], [-3.530, -8.807, -1.212], [-3.180, -8.966, 0.439], [-3.408, -11.371, -0.522], [-1.766, -11.032, -0.075], [-3.057, -11.069, -3.971], [-3.115, -9.374, -3.218], [-4.170, -10.622, -2.667], [2.567, 7.725, 1.291], [2.332, 6.760, 0.259], [1.027, 6.839, -0.332], [0.819, 6.154, -1.650], [1.676, 6.728, -2.684], [1.342, 6.085, -4.040], [2.472, 6.400, -4.966], [2.327, 5.721, -6.161], [3.419, 5.914, -7.021], [2.489, 8.774, 0.979], [3.546, 7.531, 1.647], [1.824, 7.542, 2.138], [0.761, 7.893, -0.429], [0.326, 6.354, 0.379], [-0.195, 6.355, -1.835], [0.966, 5.102, -1.431], [2.678, 6.599, -2.411], [0.407, 6.467, -4.443], [1.278, 5.001, -4.015], [3.468, 6.259, -4.555], [2.446, 7.469, -5.224], [4.375, 5.744, -6.530], [3.317, 6.880, -7.439], [3.366, 5.114, -7.774], [3.067, -3.267, 1.640], [2.447, -2.433, 0.681], [3.367, -1.808, -0.175], [2.555, -0.896, -1.041], [1.587, -0.147, -0.228], [0.527, 0.344, -1.013], [1.004, 1.464, -1.953], [0.035, 2.032, -2.853], [-0.915, 2.778, -2.213], [3.685, -2.637, 2.315], [3.637, -4.102, 1.110], [2.308, -3.789, 2.201], [3.791, -2.605, -0.754], [4.252, -1.291, 0.282], [2.103, -1.395, -1.854], [3.184, -0.158, -1.582], [1.227, -0.689, 0.503], [-0.266, 0.684, -0.369], [0.058, -0.510, -1.612], [1.893, 1.171, -2.533], [1.367, 2.231, -1.287], [-1.574, 3.280, -2.906], [-0.524, 3.535, -1.533], [-1.592, 2.182, -1.615]], "homo_lumo_gap_ha": 0.3222, "homo_ha": -0.3068, "e_above_lowest_ev": 1.371, "smiles": "CC1(C)CCCC(C)(C)N1O.CC1(C)CCCC(C)(C)N1O.CC1(C)CCCC(C)(C)N1O.CC1(C)CCCC(C)(C)N1O.COC[C@H](C)N.COCCNCCOC.COCCNCCOC.COCCNCCOC.COCCNCCOC.COCCNCCOC.COCCNCCOC.COCCNCCOC"}


{"formula": "C83H73BBr2NO11S", "method": "ωB97M-V/def2-TZVPD", "species": ["C", "C", "C", "C", "C", "C", "C", "C", "C", "C", "C", "C", "C", "C", "Br", "C", "S", "C", "C", "C", "C", "O", "O", "C", "C", "C", "C", "C", "C", "Br", "N", "B", "O", "C", "C", "H", "H", "H", "H", "H", "H", "H", "H", "H", "H", "H", "H", "H", "H", "H", "H", "H", "H", "H", "H", "H", "H", "H", "H", "H", "H", "H", "H", "H", "H", "H", "H", "H", "H", "H", "H", "H", "H", "H", "H", "H", "C", "C", "C", "C", "C", "C", "C", "O", "C", "C", "C", "C", "C", "C", "C", "O", "H", "H", "H", "H", "H", "H", "H", "H", "C", "C", "C", "C", "C", "C", "C", "O", "C", "C", "C", "C", "C", "C", "C", "O", "H", "H", "H", "H", "H", "H", "H", "H", "C", "C", "C", "C", "C", "C", "C", "O", "C", "C", "C", "C", "C", "C", "C", "O", "H", "H", "H", "H", "H", "H", "H", "H", "C", "C", "C", "C", "C", "C", "C", "O", "C", "C", "C", "C", "C", "C", "C", "O", "H", "H", "H", "H", "H", "H", "H", "H"], "positions_angstrom": [[4.065, 1.894, 2.106], [5.107, 2.527, 3.051], [4.950, 4.053, 3.210], [5.931, 4.847, 2.328], [5.425, 6.228, 1.922], [6.065, 6.801, 0.647], [5.977, 5.933, -0.615], [4.881, 6.340, -1.603], [3.437, 5.992, -1.218], [3.300, 4.639, -0.515], [1.923, 4.024, -0.540], [1.691, 2.972, -1.353], [0.447, 2.311, -1.372], [0.185, 1.195, -2.191], [1.529, 0.569, -3.357], [-1.035, 0.558, -2.155], [-1.252, -0.816, -3.203], [-2.048, 1.029, -1.260], [-3.360, 0.311, -1.131], [-3.257, -1.065, -0.442], [-2.860, -0.968, 1.008], [-2.042, -0.196, 1.447], [-3.502, -1.866, 1.778], [-1.807, 2.122, -0.499], [-0.564, 2.793, -0.512], [-0.293, 3.901, 0.308], [-1.352, 4.409, 1.235], [-2.350, 5.359, 0.539], [-3.284, 6.063, 1.502], [-2.376, 7.125, 2.842], [0.905, 4.489, 0.277], [1.242, 5.694, 1.189], [1.975, 5.432, 2.297], [0.784, 7.144, 0.848], [1.027, 8.136, 2.000], [4.524, 1.301, 1.316], [3.427, 2.647, 1.638], [3.406, 1.220, 2.651], [6.118, 2.272, 2.742], [4.935, 2.093, 4.036], [5.048, 4.346, 4.253], [3.945, 4.305, 2.865], [6.853, 4.980, 2.897], [6.190, 4.225, 1.471], [5.654, 6.917, 2.738], [4.335, 6.252, 1.826], [7.114, 7.004, 0.866], [5.584, 7.762, 0.449], [6.914, 6.065, -1.159], [5.918, 4.868, -0.394], [4.936, 7.428, -1.682], [5.122, 5.963, -2.597], [3.077, 6.775, -0.552], [2.816, 6.027, -2.115], [3.937, 3.920, -1.029], [3.664, 4.680, 0.512], [2.481, 2.611, -1.991], [-2.554, -1.093, -3.086], [-3.820, 0.163, -2.109], [-4.068, 0.902, -0.552], [-2.514, -1.711, -0.912], [-4.200, -1.603, -0.507], [-2.983, -1.989, 2.586], [-2.610, 2.444, 0.145], [-1.935, 3.554, 1.572], [-0.947, 4.852, 2.147], [-2.997, 4.720, -0.069], [-1.860, 6.036, -0.156], [-3.911, 6.764, 0.961], [-3.929, 5.358, 2.017], [1.661, 4.669, 2.799], [1.299, 7.530, -0.032], [-0.278, 7.156, 0.593], [0.915, 9.151, 1.618], [0.286, 8.021, 2.784], [2.036, 8.058, 2.395], [-6.702, -1.792, 1.617], [-7.826, -0.991, 1.443], [-8.874, -1.059, 2.344], [-8.806, -1.938, 3.419], [-7.687, -2.755, 3.581], [-6.633, -2.673, 2.681], [-7.605, -3.735, 4.704], [-6.626, -4.436, 4.845], [-8.763, -3.824, 5.636], [-8.734, -4.763, 6.659], [-9.796, -4.853, 7.543], [-10.888, -4.002, 7.414], [-10.924, -3.067, 6.393], [-9.867, -2.979, 5.497], [-9.939, -1.984, 4.390], [-10.886, -1.237, 4.275], [-5.881, -1.737, 0.918], [-7.884, -0.312, 0.602], [-9.751, -0.439, 2.223], [-5.766, -3.304, 2.819], [-7.880, -5.418, 6.754], [-9.774, -5.588, 8.337], [-11.713, -4.071, 8.109], [-11.770, -2.403, 6.282], [7.910, 10.301, -3.062], [8.692, 11.295, -3.640], [10.028, 11.056, -3.914], [10.590, 9.824, -3.603], [9.810, 8.833, -3.007], [8.466, 9.074, -2.745], [10.399, 7.517, -2.627], [9.715, 6.654, -2.115], [11.848, 7.298, -2.888], [12.432, 6.100, -2.497], [13.776, 5.874, -2.742], [14.541, 6.841, -3.386], [13.965, 8.039, -3.774], [12.620, 8.275, -3.521], [12.027, 9.583, -3.922], [12.690, 10.426, -4.486], [6.864, 10.488, -2.855], [8.257, 12.256, -3.878], [10.644, 11.819, -4.368], [7.868, 8.296, -2.291], [11.829, 5.353, -2.000], [14.231, 4.943, -2.433], [15.589, 6.660, -3.581], [14.551, 8.799, -4.272], [0.388, -4.323, -1.195], [1.303, -5.202, -0.624], [0.856, -6.287, 0.114], [-0.507, -6.488, 0.298], [-1.422, -5.595, -0.258], [-0.969, -4.524, -1.013], [-2.888, -5.750, -0.040], [-3.676, -4.964, -0.531], [-3.347, -6.885, 0.803], [-4.703, -7.025, 1.063], [-5.156, -8.090, 1.823], [-4.253, -9.020, 2.326], [-2.898, -8.881, 2.078], [-2.438, -7.812, 1.322], [-0.972, -7.667, 1.088], [-0.181, -8.471, 1.527], [0.731, -3.478, -1.778], [2.365, -5.041, -0.757], [1.558, -6.980, 0.556], [-1.690, -3.848, -1.452], [-5.401, -6.303, 0.662], [-6.214, -8.201, 2.020], [-4.609, -9.857, 2.912], [-2.189, -9.600, 2.466], [-5.472, -7.801, -2.537], [-5.849, -7.786, -3.877], [-5.781, -8.944, -4.632], [-5.326, -10.123, -4.055], [-4.931, -10.134, -2.717], [-5.015, -8.973, -1.960], [-4.400, -11.374, -2.079], [-4.064, -11.380, -0.913], [-4.291, -12.597, -2.922], [-3.754, -13.753, -2.368], [-3.656, -14.904, -3.131], [-4.100, -14.908, -4.449], [-4.633, -13.759, -5.008], [-4.724, -12.598, -4.250], [-5.274, -11.364, -4.881], [-5.664, -11.366, -6.028], [-5.529, -6.895, -1.946], [-6.198, -6.867, -4.330], [-6.077, -8.944, -5.672], [-4.714, -8.994, -0.922], [-3.415, -13.740, -1.342], [-3.234, -15.801, -2.700], [-4.028, -15.810, -5.041], [-4.978, -13.751, -6.032]], "total_charge": 1, "homo_lumo_gap_ha": 0.2603, "homo_ha": -0.3954}